Entry 1:
The following is a DFT calculation (the ωB97M-V functional and the def2-TZVPD basis) of the molecule C4H6O2.

Each line ends with the natural charge from an NBO analysis.
Positions of all 12 atoms, in Å:
O  -2.064  -0.763  -1.869  -0.493
C  -1.455  -0.167  -1.018  0.429
C  -0.242  -0.699  -0.274  -0.004
C  0.887  0.344  -0.233  -0.447
C  0.680  0.299  1.286  -0.054
O  -0.414  -0.627  1.150  -0.512
H  -1.710  0.881  -0.731  0.098
H  0.006  -1.712  -0.616  0.195
H  0.593  1.295  -0.688  0.210
H  1.860  0.042  -0.622  0.224
H  0.350  1.236  1.751  0.178
H  1.508  -0.129  1.864  0.177

Computed properties:
SMILES   O=C[C@H]1CCO1
Calculated total energy   -8338.487 eV

=====

Entry 2:
The following is a DFT calculation (the ωB97M-V functional and the def2-TZVPD basis) of the molecule C4H6O2.

Each line ends with the natural charge from an NBO analysis.
Positions of all 12 atoms, in Å:
O  1.833  -0.783  -0.828  -0.700
C  0.447  -0.612  -0.642  -0.065
C  0.040  -0.335  0.818  -0.470
C  -1.070  0.679  0.612  -0.101
O  -0.687  1.365  -0.637  -0.450
C  0.066  0.658  -1.417  0.261
H  2.107  -0.004  -1.339  0.478
H  -0.095  -1.487  -1.040  0.193
H  -0.309  -1.220  1.358  0.230
H  0.896  0.092  1.352  0.228
H  -1.200  1.443  1.381  0.207
H  -2.026  0.204  0.382  0.190

Computed properties:
Calculated total energy   -8337.297 eV

=====

Entry 3:
The following is a DFT calculation (the ωB97M-V functional and the def2-TZVPD basis) of a structure of composition C4H6O2 at a distorted geometry.

Each line ends with the natural charge from an NBO analysis.
Positions of all 12 atoms, in Å:
C  -0.917  0.574  -0.910  -0.540
C  -0.215  -0.442  0.597  0.288
O  -1.153  -0.929  1.234  -0.663
C  0.334  0.868  0.732  -0.280
C  0.965  -1.317  0.092  0.393
O  1.749  -1.102  -0.795  -0.521
H  -0.368  0.104  -1.737  0.243
H  -0.931  1.641  -1.009  0.227
H  -1.944  0.183  -0.854  0.252
H  1.182  1.167  0.125  0.227
H  0.210  1.387  1.698  0.240
H  1.087  -2.134  0.827  0.134

Computed properties:
Calculated total energy   -8336.050 eV

=====

Entry 4:
The following is a DFT calculation (the ωB97M-V functional and the def2-TZVPD basis) of the molecule C4H6O2.

Each line ends with the natural charge from an NBO analysis.
Positions of all 12 atoms, in Å:
C  -1.202  0.652  0.330  -0.656
C  -0.555  -0.609  -0.200  0.086
O  -0.203  -0.536  -1.574  -0.458
C  0.845  -0.717  -0.644  -0.059
C  1.627  0.329  0.060  0.401
O  2.221  -0.023  1.054  -0.522
H  -0.882  0.915  1.344  0.227
H  -0.996  1.496  -0.337  0.227
H  -2.284  0.497  0.342  0.228
H  -0.917  -1.544  0.216  0.189
H  1.311  -1.701  -0.684  0.207
H  1.512  1.392  -0.216  0.129

Computed properties:
SMILES   C[C@H]1O[C@H]1C=O
Calculated total energy   -8338.172 eV

=====

Entry 5:
The following is a DFT calculation (the ωB97M-V functional and the def2-TZVPD basis) of a structure of composition C4H6O2 at a distorted geometry.

Each line ends with the natural charge from an NBO analysis.
Positions of all 12 atoms, in Å:
C  0.608  2.281  -1.708  0.185
C  0.858  1.274  -0.725  0.403
C  -0.982  -0.043  0.570  -0.643
C  0.248  -0.560  -0.072  -0.233
O  0.537  2.534  -0.262  -0.509
O  1.953  1.679  -1.489  -0.505
H  -0.004  2.454  -2.484  0.206
H  -1.454  0.460  -0.164  0.218
H  -0.785  0.616  1.435  0.235
H  -1.607  -0.982  0.781  0.212
H  0.079  -1.007  -1.046  0.213
H  1.131  -0.882  0.440  0.219

Computed properties:
Calculated total energy   -8333.464 eV

=====

Entry 6:
The following is a DFT calculation (the ωB97M-V functional and the def2-TZVPD basis) of the molecule C4H6O2.

Each line ends with the natural charge from an NBO analysis.
Positions of all 12 atoms, in Å:
O  -0.514  1.272  -1.472  -0.666
C  -0.582  1.316  -0.128  0.197
C  -0.594  0.276  0.719  -0.401
C  -0.306  -1.101  0.202  -0.135
O  0.831  -0.960  -0.726  -0.514
C  1.914  -0.395  -0.260  0.145
H  -0.229  0.390  -1.762  0.494
H  -0.586  2.340  0.225  0.190
H  -0.599  0.464  1.787  0.230
H  0.009  -1.804  0.977  0.206
H  -1.112  -1.560  -0.379  0.205
H  1.754  -0.272  0.849  0.048

Computed properties:
Calculated total energy   -8335.917 eV

=====

Entry 7:
The following is a DFT calculation (the ωB97M-V functional and the def2-TZVPD basis) of a cluster of 2 separate species, C4H6O2 in total.

Each line ends with the natural charge from an NBO analysis.
Positions of all 12 atoms, in Å:
C  -0.726  -1.417  -0.506  -0.343
C  0.219  0.372  0.653  -0.002
C  -0.399  1.610  0.189  -0.107
O  0.184  1.510  1.479  -0.479
C  1.413  -0.217  0.200  0.301
O  1.264  -1.239  -0.506  -0.496
H  -0.900  -1.970  0.409  0.208
H  -1.502  -0.689  -0.736  0.187
H  -0.498  -2.047  -1.361  0.189
H  0.110  2.278  -0.506  0.180
H  -1.487  1.669  0.177  0.179
H  2.418  0.118  0.482  0.183

Computed properties:
Calculated total energy   -8334.040 eV

=====

Entry 8:
The following is a DFT calculation (the ωB97M-V functional and the def2-TZVPD basis) of the molecule C4H6O2.

Each line ends with the natural charge from an NBO analysis.
Positions of all 12 atoms, in Å:
O  1.556  0.959  1.239  -0.517
C  1.746  0.377  0.198  0.447
C  0.724  -0.502  -0.503  -0.546
C  -0.656  -0.507  0.124  0.062
C  -1.635  0.573  0.229  -0.101
O  -1.790  -0.466  -0.730  -0.488
H  2.732  0.456  -0.311  0.109
H  1.078  -1.535  -0.409  0.241
H  0.737  -0.280  -1.578  0.244
H  -0.718  -1.265  0.896  0.178
H  -2.313  0.517  1.084  0.184
H  -1.449  1.567  -0.172  0.187

Computed properties:
SMILES   O=CC[C@H]1CO1
Calculated total energy   -8338.369 eV

=====

So what do the calculations give for energy relative to the best compared isomer or geometry (same formula, charge and spin)? Going down the list: 45.5; 73.0; 101.7; 52.8; 161.3; 104.8; 148.1; 48.3 kcal per mole.